Record 1
Entry from the OMol25 dataset: a structure of composition C4H5F2NS at a distorted geometry (ωB97M-V/def2-TZVPD).

Each line ends with the natural charge from an NBO analysis.
CARTESIAN COORDINATES (ANGSTROEM)
H 1.66189 1.20381 -0.33593  0.270
H 1.48719 -2.17736 0.42829  0.140
N -0.90894 -1.35521 0.05839  -0.546
S -2.60347 -1.08038 0.10592  0.263
C 0.13124 -0.71082 -0.14357  0.164
F 2.10051 -0.41914 1.11742  -0.321
C 0.33499 0.81645 -0.29636  -0.288
F 2.16220 -1.07104 -0.94385  -0.323
H -0.35819 2.84069 -0.02441  0.226
C 1.51549 -1.18094 0.18581  0.527
H -2.82783 0.05611 -0.49286  0.077
C -0.79318 1.68694 -0.03227  -0.425
H -1.90190 1.39090 0.37342  0.237

lowest unoccupied orbital energy: 0.05 eV
Kohn-Sham gap: 9.3 eV

Record 2
Entry from the OMol25 dataset: a structure of composition C8H18MgO4 at a distorted geometry (ωB97M-V/def2-TZVPD).

Each line ends with the natural charge from an NBO analysis.
CARTESIAN COORDINATES (ANGSTROEM)
C -1.39914 -2.21622 -1.27449  -0.198
H -1.89138 -2.31082 -2.25540  0.182
C -3.36932 0.44834 0.27826  -0.151
H -2.47742 0.73644 0.89400  0.165
C 1.52583 -1.12885 -2.14395  -0.222
H 0.97489 -0.93911 -3.06724  0.242
H -3.73118 -0.78245 -1.46612  0.198
H 4.48892 -3.83369 -1.63974  0.201
H 3.52454 -1.81238 -2.60767  0.208
C 3.53959 -4.08254 -1.14839  -0.263
H -2.20296 0.14715 -1.52553  0.181
O 2.22512 -0.15020 -0.05533  -0.694
H 1.10531 0.86219 -1.46398  0.211
O -2.17622 -1.55182 -0.34407  -0.516
H -0.14008 -1.72454 -1.54975  0.120
H 2.83019 0.68253 1.71356  0.215
O 2.73909 -2.90265 -1.03784  -0.693
C 2.62267 1.00505 0.68838  -0.263
H 2.82073 0.57619 -1.89369  0.210
H 2.99318 -4.83701 -1.72923  0.204
H 2.20927 -2.95810 -3.02809  0.215
C 2.54754 -2.21506 -2.29551  -0.148
H 3.72559 -4.45280 -0.13497  0.215
H 3.52890 1.43074 0.23800  0.201
Mg 2.14729 -2.01092 0.64022  1.021
H -1.18415 -3.22526 -0.90692  0.199
H -3.68895 1.41374 -0.19520  0.192
C -2.87256 -0.43357 -0.86110  -0.070
O -4.35384 -0.08378 1.04333  -0.223
C 1.92173 0.12813 -1.43660  -0.143
H 1.80802 1.74053 0.68326  0.204

lowest unoccupied orbital energy (spin up / spin down): -4.05 / -4.84 eV
spin multiplicity: 2
Kohn-Sham gap (spin up / spin down): 7.8 / 5.1 eV
expectation value of S²: 1.671
charge: +1

Record 3
Entry from the OMol25 dataset: a structure of composition C25H33N6O2RuS2Se at a distorted geometry (ωB97M-V/def2-TZVPD).

Each line ends with the natural charge from an NBO analysis.
CARTESIAN COORDINATES (ANGSTROEM)
H -0.89317 -1.95249 -0.29342  0.397
H 5.56415 -3.91106 -1.70164  0.243
C -4.77098 -1.87797 -0.42471  -0.430
N -1.90448 0.47905 -6.01540  -0.382
H 1.34576 1.02721 -5.33211  0.238
H 0.41763 4.78031 1.20603  0.232
H -1.26416 5.80788 2.69728  0.240
H -5.12591 -2.77335 0.07883  0.248
C -2.76830 -3.33539 -0.72740  -0.426
H 0.88237 1.11579 4.88814  0.256
C -2.50314 -0.93074 -0.61647  0.658
H 3.58270 -1.05477 3.59300  0.236
H -2.50399 4.41282 4.31648  0.242
H -5.28837 -1.79501 -1.38298  0.221
H 1.55798 -4.26100 -0.23814  0.222
C -0.59229 2.02806 2.87995  -0.208
H -2.43647 -3.73639 0.23314  0.216
H -0.84957 2.57737 -0.84662  0.396
H -1.81340 -0.31724 -2.74893  0.201
C -0.14299 4.16346 1.89692  -0.201
Se 1.17439 0.27249 -2.49840  0.309
S -0.31694 0.28327 3.08177  1.273
H 1.58928 -1.88159 0.43691  0.212
H -5.03073 -1.03939 0.22008  0.212
O 2.26971 0.70828 0.23410  -1.012
C 3.55350 -4.22796 -1.01840  -0.171
N -3.32240 -1.99043 -0.59270  -0.389
C -2.29606 0.09045 -4.80469  0.040
C 2.42450 0.73806 3.38210  -0.412
N -3.10564 0.30541 -0.79179  -0.611
H 0.86996 2.35864 1.32861  0.228
N -1.21096 -1.01877 -0.51603  -0.687
H 3.10612 1.24334 4.06995  0.235
H -2.88860 3.51755 -0.98885  0.426
O 0.16638 -0.28323 1.74196  -1.028
H 2.17940 1.45890 2.60505  0.221
C 4.26639 -0.03143 1.83374  -0.574
C -1.53400 2.59707 3.72920  -0.228
H -3.34326 -0.17664 -4.70791  0.195
C 0.10667 2.79962 1.96037  -0.260
C 3.58537 -1.56641 -0.29876  -0.198
N -3.27415 2.59001 -0.93909  -0.771
C 0.31547 0.75555 -5.14611  -0.263
H 5.59676 -1.52615 -1.06911  0.239
H -4.27186 2.50476 -1.02348  0.420
H 2.45773 -1.11918 2.25480  0.225
C -1.44889 0.01234 -3.71122  -0.286
H 4.71541 0.91771 2.12988  0.247
H 3.53879 -5.27038 -1.30576  0.239
C 1.15712 0.36563 4.14564  -0.579
S 3.69908 0.15999 0.11674  1.289
H -2.07522 1.98265 4.43937  0.237
N -1.17644 1.62156 -0.76680  -0.671
H -0.32853 1.11668 -7.16376  0.216
H -3.54173 -3.98605 -1.12621  0.243
C -0.11502 0.35484 -3.89100  -0.192
C -1.77397 3.96160 3.65859  -0.188
C 4.69376 -3.46631 -1.23953  -0.179
H 1.23957 -0.59759 4.65118  0.248
C 2.43505 -3.65623 -0.42819  -0.187
C 2.44631 -2.31699 -0.06627  -0.254
H 5.06332 -0.77029 1.74169  0.258
C -1.08123 4.74272 2.74327  -0.176
H -4.09844 0.30736 -0.95411  0.430
C -0.62494 0.80249 -6.16988  0.063
H -1.94010 -3.33482 -1.43570  0.222
C -2.46594 1.52496 -0.82076  0.658
C 3.15129 -0.46502 2.78146  -0.427
C 4.71395 -2.12719 -0.88326  -0.227
Ru 0.25638 0.31161 -0.39062  0.789

lowest unoccupied orbital energy (spin up / spin down): -5.37 / -6.73 eV
spin multiplicity: 2
Kohn-Sham gap (spin up / spin down): 7.9 / 7.0 eV
expectation value of S²: 0.768
charge: +2

Record 4
Entry from the OMol25 dataset: a cluster of 2 separate species, C5H9NO4 in total at a distorted geometry (ωB97M-V/def2-TZVPD).

Each line ends with the natural charge from an NBO analysis.
CARTESIAN COORDINATES (ANGSTROEM)
H 0.73182 -1.43506 1.37724  0.494
C -0.68625 -0.30411 0.79997  0.813
H -0.49797 0.53101 -2.50998  0.232
H -0.41795 1.60690 -1.07705  0.232
H 2.04157 1.29939 -0.97998  0.179
N 0.46255 1.80065 1.86421  -1.080
O -1.83739 0.06759 0.93675  -0.574
C -0.09765 -0.54838 -0.60269  0.031
C -0.69142 -1.80898 -1.21777  0.433
H -0.13131 -2.73929 -0.97649  0.122
C 1.47821 0.48464 -1.45008  -0.054
H 0.07312 2.64043 1.44346  0.368
O -1.67157 -1.81038 -1.91418  -0.476
H 1.96670 0.17164 -2.38065  0.184
H 0.22237 1.77825 2.85258  0.379
O 1.32710 -0.63810 -0.54069  -0.547
C -0.04091 0.68403 -1.52762  -0.429
H 1.47374 1.79019 1.75253  0.364
O -0.09219 -1.05940 1.73606  -0.672

lowest unoccupied orbital energy: 0.49 eV
Kohn-Sham gap: 10.2 eV
SMILES: O=C[C@]1(C(=O)O)CCO1.N